(1)
The following is a DFT calculation (wB97M-V/def2-TZVPD) of a 2-piece molecular cluster, C35H40NOSi overall.

```
78
Properties=species:S:1:pos:R:3:forces:R:3:mulliken_charge:R:1
C 1.57798 0.63969 0.29170 -0.0633 -0.3314 -0.0471 -0.54
C 2.82560 -0.05495 0.26744 0.1770 -0.1335 0.0054 1.04
C 4.03926 0.65179 0.25467 -0.2416 0.1470 0.0114 -0.44
C 5.24126 -0.01581 0.21259 0.2314 0.1877 -0.0022 -0.64
C 5.27326 -1.39993 0.18948 0.1216 0.1325 -0.0032 -0.34
C 4.09398 -2.11906 0.20832 -0.2817 -0.2819 0.0053 -0.76
C 2.89079 -1.46037 0.24693 -0.1575 0.0290 -0.0042 -0.37
C 0.35370 0.01186 0.22726 0.0191 -0.1547 -0.0608 -0.06
C -0.86292 0.65700 0.24440 -0.0773 -0.3217 -0.0061 -0.34
C -2.12493 -0.01578 0.21413 -0.1411 -0.0062 -0.0178 0.95
C -3.32595 0.71560 0.20068 0.2791 0.0986 0.0082 -0.39
C -4.54122 0.07157 0.18470 -0.2273 0.2412 -0.0112 -0.72
C -4.60053 -1.31019 0.18294 -0.0900 0.0252 0.0099 -0.34
C -3.43558 -2.05401 0.19334 0.3098 -0.2481 -0.0035 -0.80
C -2.21842 -1.41894 0.20718 0.1889 -0.0087 0.0031 -0.31
H 1.59425 1.71264 0.35888 0.0848 0.4301 0.0281 0.44
H 4.01902 1.72852 0.27047 0.0163 0.2305 0.0127 0.41
H 6.16442 0.53940 0.19755 0.1027 0.1005 0.0027 0.40
H 6.21458 -1.92075 0.15853 0.2033 -0.0548 -0.0060 0.41
H 4.10990 -3.19738 0.19396 0.0283 -0.0949 0.0030 0.41
H 1.98869 -2.04167 0.26884 -0.1685 -0.1803 0.0095 0.38
H 0.34838 -1.05604 0.13779 -0.0043 -0.2359 0.0287 0.12
H -0.85955 1.73139 0.28277 -0.1125 0.4439 0.0503 0.47
H -3.28744 1.79071 0.19982 0.0140 0.2811 0.0219 0.44
H -5.45436 0.64339 0.17370 -0.0911 0.1116 0.0034 0.41
H -5.55161 -1.81376 0.17652 -0.2103 -0.0475 -0.0104 0.41
H -3.47256 -3.13160 0.19175 -0.0375 -0.1036 0.0012 0.41
H -1.32346 -2.01337 0.21812 0.1197 -0.1917 0.0138 0.36
C -0.67489 4.38376 2.19365 0.2412 -0.1826 0.2340 -1.07
Si -1.25064 4.90418 3.89716 -0.0472 0.3354 0.5898 0.34
C -1.22348 6.77570 3.91387 0.1189 -0.3823 0.1843 -1.00
C -3.03876 4.38734 4.01360 0.5220 -0.1416 0.1532 -1.17
O -0.31058 4.15789 5.11250 -0.2053 0.4242 -0.4062 -0.40
C 0.39166 4.84994 6.17059 -0.1124 -0.1109 -0.0817 2.31
C 1.53418 5.67700 5.58461 -0.1328 -0.4455 0.1170 -0.05
C 1.89641 5.48738 4.26610 -0.0807 -0.1943 -0.0029 -0.26
C 2.86316 6.26622 3.67193 0.1729 -0.0417 -0.1059 -0.87
C 3.51085 7.23162 4.41284 0.2561 0.2278 -0.2307 -0.69
C 3.22443 7.37556 5.75501 0.1724 0.0075 0.1596 -1.09
C 2.25935 6.58492 6.34238 -0.0261 -0.1649 0.1650 -0.38
C -0.62054 5.71398 6.92147 0.3236 0.2112 -0.1183 -0.17
C -0.53486 7.09694 7.00898 0.2427 -0.0563 -0.0753 -0.29
C -1.49480 7.82993 7.66926 -0.0776 0.1628 0.0399 -0.89
C -2.56977 7.18766 8.24377 -0.2727 0.2589 0.2788 -0.58
C -2.67867 5.81587 8.15745 -0.1629 0.0271 0.0584 -1.00
C -1.71158 5.09161 7.49700 -0.2972 -0.3760 -0.0292 -0.73
C 1.02941 3.81102 7.14629 -0.0957 -0.3167 0.2893 -0.25
C 2.07356 2.89275 6.48901 -0.1891 -0.1429 -0.0923 -0.68
C 2.08831 1.64762 7.38641 0.1632 0.1237 0.1110 -0.64
C 0.64066 1.53447 7.86893 -0.2735 0.0632 -0.2223 -0.75
N 0.05806 2.89662 7.81405 0.6174 0.0843 0.2614 -0.34
H -1.33187 4.81255 1.44055 -0.1528 0.0349 -0.0531 0.52
H 0.33547 4.72724 1.99403 0.1210 0.0083 -0.1636 0.46
H -0.70439 3.30063 2.12133 0.0390 -0.3090 -0.1278 0.01
H -1.64303 7.16048 2.99004 -0.1044 -0.0075 -0.2622 0.56
H -1.81917 7.15398 4.73671 -0.0706 0.1440 0.1261 0.28
H -0.20960 7.14686 4.00748 0.1402 0.2357 0.0289 0.31
H -3.61433 4.89753 3.24582 -0.0906 0.0822 -0.1151 0.36
H -3.11929 3.31587 3.86296 -0.2083 -0.2635 0.0459 0.32
H -3.43824 4.64760 4.98777 -0.1715 -0.0182 0.1691 0.27
H 1.41324 4.70108 3.71833 -0.0287 -0.0723 -0.1584 0.55
H 3.11841 6.10318 2.63798 0.0692 0.0386 -0.2084 0.42
H 4.25333 7.85792 3.94884 0.1646 0.1283 -0.0708 0.43
H 3.76335 8.09414 6.35092 0.0678 0.1216 0.0752 0.46
H 2.05123 6.68338 7.39433 -0.0105 0.0920 0.1945 0.59
H 0.27749 7.62166 6.54320 0.0324 0.1380 -0.0937 0.50
H -1.40266 8.90329 7.72289 -0.0180 0.1358 0.0138 0.44
H -3.31800 7.75922 8.76492 -0.1923 0.1134 0.1074 0.42
H -3.51810 5.30756 8.60247 -0.1533 -0.0759 0.0742 0.42
H -1.79507 4.02267 7.42331 -0.0866 -0.1439 -0.1000 0.67
H 1.53932 4.39311 7.92599 -0.0325 0.1834 -0.1994 0.45
H 1.73179 2.63254 5.48293 -0.0237 -0.0210 0.0152 0.26
H 3.05428 3.37212 6.39000 -0.2438 -0.0635 0.0838 0.30
H 2.43454 0.74543 6.87008 -0.0839 0.1642 0.0519 0.40
H 2.75694 1.80370 8.23994 -0.0514 0.0503 -0.0776 0.29
H 0.06283 0.89900 7.19168 0.0623 -0.0834 -0.0009 0.28
H 0.55639 1.09365 8.86867 0.0202 0.1631 -0.1377 0.35
H -0.15151 3.24219 8.75454 0.1578 -0.2103 -0.5403 0.32
```
Forces are in eV/Å.

Highest occupied orbital energy   -10.2004 eV
Energy relative to the best compared isomer or geometry (same formula, charge and spin)   0.0 kcal/mol
HOMO-LUMO gap   4.50 eV
Total charge   +1

---

(2)
The following is a DFT calculation (wB97M-V/def2-TZVPD) of C35H41BBrEuN11O6S2 as an isolated structure in a non-equilibrium geometry.

```
98
Properties=species:S:1:pos:R:3:forces:R:3:mulliken_charge:R:1
Eu -0.19984 -0.38978 -0.43647 -0.1613 0.1819 -0.6463 0.66
C -3.03174 0.44542 1.19073 -0.5256 0.4622 -0.4415 -0.70
C -3.80384 0.53182 -0.12157 0.1089 -0.0939 0.4521 -1.06
O -2.82724 0.42092 -1.14237 -0.3376 0.0772 -0.3903 0.54
C -3.35104 0.44872 -2.45727 0.4545 -0.2359 -0.0891 -0.99
C -2.12904 0.49352 -3.37817 -0.2674 0.4027 0.3417 -0.83
O -1.12054 -0.42538 -2.95427 -0.1656 -0.1686 0.0131 0.33
C -1.22224 -1.74208 -3.48167 0.0081 -0.5114 0.2376 -0.52
C -2.23114 -2.61698 -2.73567 0.0796 0.3412 -0.1872 -1.21
O -2.09124 -2.36748 -1.34597 0.1909 -0.1640 -0.2529 0.61
C -3.08254 -3.09908 -0.62797 -0.0565 -0.2002 0.5071 -1.30
C -2.79034 -3.07808 0.86493 0.4008 0.0826 -0.6600 -0.39
O -2.28734 -0.76758 1.23373 -0.4244 -0.4425 -0.1393 0.83
H -3.70874 0.52962 2.04543 0.1454 -0.0919 -0.0328 0.64
H -2.28264 1.24372 1.23513 -0.2450 -0.1442 0.0576 0.21
H -4.34334 1.48402 -0.18887 0.0797 -0.0053 -0.0094 0.64
H -4.52784 -0.29228 -0.19977 0.1001 0.1147 0.0228 0.37
H -3.96764 1.34092 -2.62837 0.0566 -0.0571 0.0441 0.56
H -3.97054 -0.43848 -2.64607 -0.0004 0.0951 0.0805 0.26
H -1.66814 1.48392 -3.29457 -0.0564 -0.1239 -0.0670 0.34
H -2.40574 0.31392 -4.42197 0.0649 -0.0236 0.0928 0.47
H -0.22794 -2.18398 -3.35047 -0.0720 0.1262 -0.1489 -0.01
H -1.47044 -1.72238 -4.54897 0.1239 0.0551 0.0979 0.52
H -2.01954 -3.67508 -2.95507 -0.0418 0.1575 -0.0164 0.56
H -3.26324 -2.41158 -3.05337 0.1346 -0.0146 0.0659 0.39
H -3.08404 -4.14108 -0.97697 0.0351 0.1188 0.0034 0.69
H -4.07444 -2.66418 -0.81867 0.1268 -0.0557 -0.0544 0.28
H -1.71764 -3.23678 1.03003 -0.2254 -0.0875 0.0971 -0.20
H -3.33174 -3.89768 1.33963 -0.0417 0.1148 0.0267 0.57
C 1.47256 -4.47528 0.59263 -0.0962 0.0841 -0.2206 -1.55
C 0.76746 -3.60228 -0.22297 -0.0630 -0.0535 0.1647 -0.59
N 0.44286 -2.48908 0.45043 0.2728 -0.6152 0.2659 0.32
N 0.93726 -2.63858 1.69523 0.3809 -0.4028 0.0325 0.67
C 1.55636 -3.81698 1.80543 -0.0804 0.1497 -0.2059 -0.11
B 0.62716 -1.62978 2.84743 -0.4671 0.5378 0.4261 -0.22
N 1.09346 -0.22038 2.40813 -0.2329 0.1137 0.3251 1.84
C 1.53326 0.68912 3.29943 -0.0809 0.4446 -0.4514 -0.03
C 2.46826 1.49112 2.68313 -0.2347 -0.2124 -0.0021 -1.69
C 2.54096 0.98932 1.38813 -0.0161 -0.0523 0.1671 -0.88
N 1.69196 -0.01978 1.20423 0.4074 -0.0356 -0.4063 -0.72
N -0.84114 -1.63388 3.03843 -0.3707 -0.6356 0.0314 -0.26
C -1.59424 -1.29568 3.98863 1.1438 0.0730 -0.0499 -0.06
C -3.01594 -1.55018 3.92743 -0.7223 -0.2365 -0.4364 -0.94
C -3.64994 -1.95488 2.81543 0.1213 0.4638 0.9258 -0.77
N -3.21184 -1.84538 1.49213 0.0179 0.3446 -0.4607 -0.07
N 1.40866 -2.03298 4.08853 0.0644 -0.2365 0.3893 0.57
C 1.11086 -2.98978 5.00043 0.0394 -0.0668 0.1850 -0.38
C 2.08796 -2.96828 5.96723 -0.0314 -0.0530 -0.0259 -1.09
C 2.95726 -1.94008 5.56093 -0.4645 -0.4277 0.0164 -0.34
N 2.53286 -1.40268 4.44103 0.8302 0.4677 -0.4294 -0.98
H 1.85846 -5.44028 0.34483 0.1028 -0.2439 -0.0546 0.51
H 0.46266 -3.72988 -1.24727 -0.0316 0.0132 -0.1348 0.51
H 2.01496 -4.13078 2.72003 0.0784 0.0304 0.2651 0.57
H 1.15196 0.72362 4.29963 0.0170 -0.1312 0.1792 0.64
H 3.04646 2.28102 3.11583 0.0510 0.1780 0.0718 0.51
H 3.21356 1.27862 0.61323 -0.0197 0.1073 -0.2051 0.79
H -1.21854 -0.89728 4.93723 0.0804 0.1099 0.1583 0.49
H -3.55264 -1.51758 4.86173 -0.2377 -0.1121 0.0810 0.45
H -4.65984 -2.34528 2.87143 -0.0426 -0.0163 -0.0090 0.50
H 0.23536 -3.60158 4.89553 -0.1533 -0.1097 0.0118 0.51
H 2.17506 -3.58378 6.83853 -0.0810 -0.1714 0.1650 0.45
H 3.84256 -1.57628 6.03913 0.2610 0.1024 0.1022 0.49
O 0.62186 5.49802 0.34313 0.4250 0.4092 0.2512 -0.66
C -0.61474 5.30182 -0.11337 -0.5983 -0.4834 -0.2737 -0.02
C -1.49264 6.39072 -0.15477 0.3441 -0.2047 0.0715 -0.63
C -2.77854 6.23962 -0.62007 -0.0407 -0.2738 -0.0950 -0.52
C -3.24324 4.98992 -1.02487 -0.1517 0.1443 0.0138 -0.90
C -2.40594 3.90012 -0.95107 0.2553 0.1067 0.0855 0.09
C -1.08594 4.03492 -0.51847 -0.2074 0.2564 0.3061 -0.30
C -0.21864 2.84682 -0.54717 2.2234 1.1644 -0.1524 0.91
O -0.67634 1.69572 -0.25267 -0.3969 -0.7024 -0.0412 -0.10
N 1.03336 3.08392 -0.89027 -1.4424 1.2259 0.0438 -1.10
N 1.80176 2.05122 -1.30657 1.0796 -0.7286 -0.0088 0.23
C 3.05676 2.37192 -1.34157 -1.2652 0.1979 0.1400 -0.02
S 3.59896 3.91662 -0.69917 0.3184 0.0066 -0.0266 -0.06
C 5.34316 3.39342 -0.56617 -0.4104 0.0879 0.1177 -0.58
C 5.64906 2.52302 -1.75977 -0.1705 -0.1991 -0.2602 -0.63
S 4.29196 1.30342 -1.93057 0.4572 -0.1216 0.0960 0.08
H 1.17836 4.71762 0.16443 -0.1913 -0.0688 -0.1933 0.41
H -1.12334 7.34682 0.17523 0.0625 0.1753 0.0322 0.47
H -3.42754 7.09622 -0.68707 -0.1078 0.1607 0.0535 0.40
H -4.25094 4.88052 -1.39297 -0.1269 -0.0078 -0.0442 0.46
H -2.73814 2.92202 -1.26277 -0.0665 -0.1475 0.0034 0.41
H 5.46096 2.85202 0.37553 0.0941 0.0150 -0.1215 0.28
H 5.95916 4.29072 -0.54337 0.0207 -0.0077 -0.0380 0.44
H 6.57876 1.97252 -1.63027 -0.0075 -0.0689 -0.0399 0.43
H 5.68906 3.10032 -2.68407 0.0670 0.0337 0.1024 0.32
Br 2.15786 1.02092 -5.99127 0.0454 -0.2084 0.3043 -0.14
C 2.37286 -0.15128 -4.51607 -0.1042 -0.0383 0.0804 -0.44
C 3.27316 -1.20738 -4.55807 -0.2538 0.2392 0.1084 -0.37
C 3.37986 -1.99688 -3.42647 -0.0880 0.0981 0.0303 -1.21
C 2.57256 -1.73038 -2.33017 0.0676 -0.1535 0.0964 -0.59
N 1.67116 -0.74168 -2.30087 0.0382 -0.3073 -0.1120 1.67
C 1.60336 0.04792 -3.37617 -0.0234 0.2577 -0.4698 -0.65
H 3.86746 -1.39598 -5.43857 0.0677 0.0033 -0.0601 0.51
H 4.07776 -2.81788 -3.40077 0.0592 -0.0846 0.0837 0.51
H 2.64686 -2.33958 -1.43947 0.0040 0.0028 0.0367 0.45
H 0.91516 0.88152 -3.33987 0.0921 -0.0960 0.0030 0.48
```
Forces are in eV/Å.

Multiplicity   7
Expectation value of S²   12.010
Highest occupied orbital energy (spin up / spin down)   -9.6885 / -9.6929 eV
HOMO-LUMO gap (spin up / spin down)   5.83 / 7.36 eV
Total charge   +1